No. 1
A structure of composition C15H22BMnO7Se2, computed with ωB97M-V/def2-TZVPD.

**2S+1**: 6
**Gap between HOMO and LUMO (spin up / spin down)**: 6.16 / 6.64 eV
**LUMO level (spin up / spin down)**: 2.248 / 2.157 eV
**HOMO level (spin up / spin down)**: -3.92 / -4.49 eV
**Net charge**: -1

Cartesian coordinates (Å):
Se (0.62, 3.80, -0.81)
Se (-1.74, 1.23, -0.85)
Mn (0.63, 1.12, -0.38)
O (0.80, 1.26, 1.67)
O (2.36, 1.34, 4.28)
O (5.37, 1.25, 0.58)
O (1.06, -1.48, 0.10)
O (5.20, 1.38, 3.51)
O (-0.63, -1.57, -1.41)
O (2.48, 1.16, -0.42)
C (-1.27, 4.07, -0.25)
C (2.80, 1.30, 3.14)
C (0.34, 3.74, -2.75)
C (-1.87, 2.82, 0.37)
C (-3.98, 1.78, -1.52)
C (-0.88, -2.65, -0.50)
C (0.39, -3.16, 1.72)
C (2.95, 1.21, 0.78)
C (2.06, 1.25, 1.88)
C (-1.35, -3.88, -1.27)
C (-2.01, -2.17, 0.42)
C (4.25, 1.31, 2.75)
C (0.49, -2.79, 0.24)
C (4.34, 1.25, 1.24)
C (1.44, -3.77, -0.47)
B (0.44, -0.82, -0.95)
H (-1.66, -1.33, 1.03)
H (-1.51, -4.71, -0.58)
H (-0.08, 4.69, -3.08)
H (-4.58, 1.63, -0.64)
H (-1.26, 4.89, 0.47)
H (-4.18, 1.04, -2.28)
H (-0.10, -2.38, 2.28)
H (-0.64, -4.18, -2.03)
H (1.33, 3.59, -3.20)
H (1.09, -4.80, -0.36)
H (1.39, -3.30, 2.12)
H (-2.92, 2.97, 0.61)
H (-0.17, -4.09, 1.82)
H (-2.30, -3.63, -1.75)
H (-0.31, 2.90, -3.00)
H (1.51, -3.52, -1.53)
H (-1.81, 4.37, -1.15)
H (-2.81, -1.80, -0.21)
H (-2.37, -2.97, 1.06)
H (-1.32, 2.54, 1.27)
H (-4.01, 2.79, -1.91)
H (2.43, -3.69, -0.04)



No. 2
A structure of composition C64H66BGeN6O6SSn, computed with ωB97M-V/def2-TZVPD.

**Gap between HOMO and LUMO**: 6.98 eV
**LUMO level**: 2.175 eV
**HOMO level**: -4.80 eV
**Relative energy (zero: lowest compared OMol25 entry of this formula, charge and spin)**: 0.00 kJ/mol
**Net charge**: -1

Cartesian coordinates (Å):
Sn (-0.60, 0.13, -0.15)
Ge (-2.24, 0.82, -5.76)
S (2.42, 2.48, 0.09)
O (0.94, 2.40, 0.34)
O (-3.76, 0.56, -2.66)
O (-2.98, -0.59, 0.06)
O (-1.90, 1.81, 0.83)
O (-1.24, -0.96, 2.29)
O (-1.56, 0.62, -2.18)
N (2.82, -1.16, 1.07)
N (2.76, -1.05, -1.48)
N (1.79, -0.12, -1.65)
N (1.61, -2.99, -0.28)
N (0.31, -2.57, -0.20)
N (1.88, -0.24, 1.38)
C (-0.05, 0.55, -7.69)
C (-3.37, 3.63, 0.92)
C (-2.14, 0.14, 6.81)
C (-1.52, -0.67, 5.87)
C (1.67, 2.18, -8.12)
C (2.95, -5.10, -0.53)
C (-2.48, -2.80, -3.60)
C (-0.44, -3.66, -0.30)
C (-1.82, -0.89, -4.93)
C (3.93, 4.90, -2.81)
C (-1.61, -0.36, 4.52)
C (1.10, 3.02, -7.18)
C (2.22, 0.28, 2.54)
C (3.61, -1.05, -2.53)
C (3.18, -0.08, -3.41)
C (3.76, -1.23, 2.05)
C (1.67, -4.33, -0.41)
C (-2.93, 2.35, -4.72)
C (-5.80, 0.26, -8.90)
C (-2.55, 2.50, -3.24)
C (3.41, -0.31, 3.02)
C (2.61, 3.77, -1.16)
C (1.40, 1.36, 3.19)
C (0.04, -2.26, 3.80)
C (-3.67, 0.55, -7.09)
C (1.60, 5.44, -2.53)
C (1.49, 4.49, -1.52)
C (4.91, 4.03, 2.89)
C (1.14, 1.56, -3.33)
C (4.80, -1.96, -2.65)
C (0.37, -4.80, -0.43)
C (-2.93, 1.57, 5.04)
C (-0.64, 1.39, -6.74)
C (2.03, 0.47, -2.81)
C (-0.04, 2.63, -6.49)
C (2.23, 4.27, 2.17)
C (-3.10, 2.23, 0.72)
C (-4.07, -0.02, 0.11)
C (2.82, 5.64, -3.18)
C (-2.84, 1.26, 6.40)
C (-0.96, -1.19, 3.45)
C (-4.23, 1.41, 0.43)
C (-2.32, 0.76, 4.10)
C (-4.64, 4.15, 0.86)
C (-5.52, 1.98, 0.37)
C (-0.51, -1.37, -4.90)
C (2.73, 5.00, 3.24)
C (-5.29, -0.85, -0.21)
C (-0.18, -2.53, -4.21)
C (-4.96, 0.24, -6.64)
C (3.09, 3.44, 1.46)
C (-2.81, -1.63, -4.27)
C (-1.17, -3.25, -3.55)
C (-1.94, -3.60, -0.27)
C (-4.53, 0.59, -9.36)
C (3.83, 3.95, -1.80)
C (-2.66, 1.13, -2.58)
C (-3.48, 0.73, -8.46)
C (1.09, 0.94, -8.38)
C (-6.01, 0.09, -7.53)
C (4.07, 4.88, 3.60)
C (4.94, -2.15, 2.02)
C (-5.74, 3.32, 0.59)
C (4.42, 3.30, 1.82)
B (2.80, -1.99, -0.24)
H (-4.97, -1.88, -0.35)
H (-4.01, 2.24, -4.79)
H (-2.32, -2.88, -0.99)
H (-5.14, 0.12, -5.58)
H (2.08, 5.65, 3.80)
H (3.52, -4.80, -1.41)
H (-3.83, -1.27, -4.24)
H (5.57, -1.98, 1.15)
H (-6.36, 1.34, 0.14)
H (1.72, 2.35, -3.81)
H (-4.36, 0.73, -10.42)
H (1.19, 4.32, 1.88)
H (-6.62, 0.15, -9.59)
H (5.06, 2.61, 1.27)
H (3.62, 0.19, -4.36)
H (1.54, 0.28, -9.11)
H (0.43, 1.17, -4.06)
H (-6.03, -0.79, 0.59)
H (-6.74, 3.73, 0.54)
H (-3.49, 2.45, 4.72)
H (5.35, -1.71, -3.56)
H (-2.66, 3.24, -5.31)
H (0.55, 1.63, 2.56)
H (-0.49, -0.42, -7.89)
H (0.55, 4.29, -1.03)
H (2.71, -6.16, -0.61)
H (-0.91, -4.14, -2.99)
H (-2.35, -4.58, -0.49)
H (3.94, -0.10, 3.94)
H (-7.00, -0.16, -7.16)
H (2.89, 6.37, -3.98)
H (5.47, -1.86, -1.80)
H (4.49, -3.00, -2.71)
H (0.54, 1.99, -2.53)
H (-3.25, 3.18, -2.75)
H (0.06, -5.83, -0.53)
H (-2.49, 0.99, -8.84)
H (-1.53, 2.89, -3.11)
H (0.81, -1.87, 4.47)
H (3.59, -4.96, 0.34)
H (-5.73, -0.48, -1.14)
H (0.50, -2.62, 2.88)
H (-2.51, 4.26, 1.11)
H (2.00, 2.25, 3.36)
H (4.69, 3.35, -1.52)
H (-0.46, 3.29, -5.74)
H (5.53, -2.00, 2.92)
H (-3.26, -3.35, -3.07)
H (1.56, 3.98, -6.96)
H (0.85, -2.86, -4.17)
H (-0.46, -3.09, 4.31)
H (4.46, 5.43, 4.44)
H (-2.38, 0.99, 3.04)
H (1.02, 1.03, 4.16)
H (4.88, 5.04, -3.32)
H (2.57, 2.48, -8.65)
H (4.63, -3.20, 1.99)
H (-2.07, -0.11, 7.86)
H (0.73, 6.01, -2.83)
H (0.28, -0.82, -5.40)
H (3.81, -2.63, -0.29)
H (-3.32, 1.90, 7.13)
H (-0.97, -1.55, 6.19)
H (-2.29, -3.28, 0.71)
H (5.95, 3.92, 3.18)
H (-4.79, 5.21, 1.01)



No. 3
The molecule C6H9N, computed with ωB97M-V/def2-TZVPD.

**Gap between HOMO and LUMO**: 8.89 eV
**SMILES string**: Cc1cc[nH]c1C
**LUMO level**: 1.053 eV
**HOMO level**: -7.84 eV
**Relative energy (zero: lowest compared OMol25 entry of this formula, charge and spin)**: 48.49 kJ/mol

Cartesian coordinates (Å):
N (1.53, -0.57, 0.42)
C (-0.55, -0.31, -0.35)
C (0.06, -1.53, -0.89)
C (1.38, -1.56, -0.54)
C (0.46, 1.53, 1.22)
C (-1.92, 0.18, -0.61)
C (0.45, 0.27, 0.39)
H (2.22, -2.15, -0.86)
H (0.22, 2.38, 0.59)
H (-0.47, -2.22, -1.54)
H (2.48, -0.25, 0.56)
H (-2.63, -0.10, 0.19)
H (1.44, 1.74, 1.65)
H (-2.43, -0.09, -1.56)
H (-0.34, 1.40, 1.97)
H (-1.91, 1.29, -0.63)



No. 4
A structure of composition C18H47N3O9OsP2SSi, computed with ωB97M-V/def2-TZVPD.

**Gap between HOMO and LUMO (spin up / spin down)**: 6.66 / 6.72 eV
**LUMO level (spin up / spin down)**: -7.801 / -7.749 eV
**HOMO level (spin up / spin down)**: -14.46 / -14.47 eV
**Relative energy (zero: lowest compared OMol25 entry of this formula, charge and spin)**: 70.03 kJ/mol
**Net charge**: +2

Cartesian coordinates (Å):
Os (-1.73, 0.15, 0.76)
S (0.36, -0.39, 0.92)
P (-3.66, -1.04, -1.05)
P (-3.23, 1.83, -0.61)
Si (2.01, 0.03, -0.59)
O (-1.74, 1.66, -0.82)
O (-2.14, -0.94, -1.03)
O (-4.33, -1.23, 0.27)
O (-3.56, 1.45, 0.84)
O (3.17, -0.40, 0.40)
O (1.77, -0.88, -1.85)
O (-4.19, -1.99, -2.19)
O (-3.85, 3.22, -0.98)
O (1.89, 1.60, -0.84)
N (-5.66, 0.74, -1.09)
N (-2.36, -0.61, 2.56)
N (-1.85, 0.76, 2.68)
C (2.39, 0.16, -3.94)
C (-0.60, -1.64, 4.03)
C (3.34, -2.83, 0.20)
C (4.06, -1.57, 0.63)
C (1.16, -2.03, -3.84)
C (1.31, -0.64, -3.24)
C (-2.69, -0.59, 5.01)
C (-4.17, 0.91, -3.12)
C (2.42, 2.77, 1.23)
C (-4.23, 0.64, -1.62)
C (4.04, 2.70, -0.69)
C (2.59, 2.78, -0.28)
C (-0.01, 0.10, -3.19)
C (-2.09, -1.39, 3.86)
C (1.88, 3.96, -0.91)
C (-2.82, -2.71, 3.67)
C (5.31, -1.32, -0.17)
C (4.32, -1.56, 2.12)
H (-2.41, -3.27, 2.83)
H (3.97, -3.70, 0.43)
H (-3.14, 0.85, -3.45)
H (2.10, -2.57, -3.79)
H (-0.46, -2.32, 4.87)
H (-2.47, 1.49, 3.02)
H (-2.73, -3.32, 4.57)
H (2.82, 3.69, 1.65)
H (0.40, -2.59, -3.30)
H (0.83, 3.96, -0.63)
H (4.59, 3.56, -0.31)
H (-2.11, 0.31, 5.24)
H (3.40, -1.72, 2.68)
H (-6.32, 0.32, -1.75)
H (4.76, -0.61, 2.43)
H (0.12, 1.09, -2.75)
H (4.51, 1.80, -0.28)
H (-3.37, -0.56, 2.42)
H (-3.89, -2.55, 3.49)
H (0.87, -1.95, -4.88)
H (-3.86, -2.91, -2.20)
H (1.36, 2.70, 1.49)
H (-4.74, 0.16, -3.67)
H (-0.02, -0.74, 4.28)
H (-5.96, 1.71, -0.92)
H (5.02, -2.36, 2.38)
H (-0.97, 0.73, 3.19)
H (3.15, -2.83, -0.87)
H (2.34, 4.89, -0.56)
H (3.34, -0.37, -3.93)
H (6.02, -2.14, -0.02)
H (-3.73, -0.32, 4.82)
H (2.11, 0.34, -4.98)
H (2.95, 1.93, 1.68)
H (5.09, -1.26, -1.24)
H (1.97, 3.92, -1.99)
H (-0.39, 0.22, -4.20)
H (-0.17, -2.09, 3.14)
H (5.80, -0.39, 0.15)
H (-4.56, 1.90, -3.36)
H (-3.30, 3.90, -1.40)
H (-0.74, -0.46, -2.60)
H (4.13, 2.69, -1.78)
H (-2.67, -1.22, 5.90)
H (-5.69, 0.20, -0.21)
H (2.40, -2.95, 0.73)
H (2.51, 1.13, -3.45)



No. 5
The molecule C7H10O4, computed with ωB97M-V/def2-TZVPD.

**Gap between HOMO and LUMO**: 7.82 eV
**LUMO level**: 0.626 eV
**HOMO level**: -7.19 eV
**Relative energy (zero: lowest compared OMol25 entry of this formula, charge and spin)**: 583.33 kJ/mol

Cartesian coordinates (Å):
O (-1.86, -0.78, 0.43)
O (0.05, -1.67, -1.19)
O (2.06, 1.14, -0.85)
O (-0.46, 1.71, 0.15)
C (0.16, 0.46, 0.40)
C (-0.75, -0.46, 1.26)
C (-1.74, -0.06, -0.79)
C (2.33, -0.64, 0.66)
C (-1.75, 1.49, -0.51)
C (-0.29, -0.34, -1.25)
C (1.48, 0.36, 0.02)
H (1.35, 1.67, -1.23)
H (-0.10, -1.29, 1.56)
H (-0.97, 0.13, 2.21)
H (2.14, -0.54, 1.76)
H (-2.51, 1.75, 0.16)
H (2.10, -1.66, 0.35)
H (-0.55, -2.30, -0.79)
H (-2.46, -0.38, -1.57)
H (-1.62, 2.01, -1.42)
H (3.40, -0.61, 0.61)